(1)
{
  "formula": "C3H11N3O",
  "method": "wB97M-V/def2-TZVPD",
  "species": ["C", "C", "N", "N", "C", "N", "O", "H", "H", "H", "H", "H", "H", "H", "H", "H", "H", "H"],
  "xyz": [[-1.39274, -1.30893, -0.31510], [-1.07173, 0.11871, 0.13279], [-1.96219, 1.03673, -0.55721], [0.28117, 0.55523, -0.17507], [1.38443, -0.12293, 0.49755], [2.39188, 0.87972, 0.70869], [1.89728, -1.22329, -0.20160], [-1.39567, -1.35535, -1.40184], [-0.64140, -1.99517, 0.06694], [-2.36634, -1.61443, 0.06125], [-1.15585, 0.17823, 1.23582], [-2.92869, 0.82649, -0.33682], [-1.76498, 1.99247, -0.28178], [0.40995, 0.53313, -1.18326], [1.02858, -0.49630, 1.46506], [2.81274, 1.25923, -0.13509], [1.86554, 1.64580, 1.19397], [2.60800, -0.90934, -0.77429]],
  "forces_ev_per_a": [[0.10, 0.29, 0.25], [0.09, -0.34, 0.04], [-0.08, 0.06, 0.04], [-0.62, -0.44, -0.05], [-0.42, 0.91, -0.69], [0.25, 0.78, 1.84], [0.12, -0.15, -0.19], [0.00, -0.02, -0.09], [0.02, -0.11, 0.02], [-0.16, -0.09, -0.02], [-0.03, -0.06, -0.22], [0.03, 0.06, -0.05], [-0.03, -0.06, 0.05], [0.05, 0.02, 0.02], [0.06, 0.12, -0.13], [-0.43, -0.10, -0.07], [1.10, -0.72, -0.82], [-0.05, -0.14, 0.09]],
  "smiles": "C[C@H](N)N[C@H](N)O",
  "multiplicity": 1,
  "gap_ev": 9.75,
  "total_charge": 0
}

=====

(2)
{
  "formula": "C3H11N3O",
  "method": "wB97M-V/def2-TZVPD",
  "species": ["C", "C", "C", "N", "N", "N", "O", "H", "H", "H", "H", "H", "H", "H", "H", "H", "H", "H"],
  "xyz": [[0.60273, 0.45666, 0.16290], [0.05250, -0.24325, 1.37967], [2.17030, -0.89179, -0.38869], [0.41837, 0.16999, -1.14747], [-2.19986, 1.03553, 0.01137], [-0.59682, -0.61728, -1.43893], [-1.00093, 1.78445, 0.00525], [1.29946, 1.26660, 0.31791], [-2.53213, 0.93426, 0.97382], [-2.90391, 1.59402, -0.47117], [-0.74751, -0.64871, -2.43817], [-1.45555, -0.41537, -0.87075], [-0.70921, -0.97775, 1.12496], [-0.38096, 0.49352, 2.05210], [0.85464, -0.76029, 1.90953], [2.73403, -0.67747, 0.51460], [1.69695, -1.86675, -0.39897], [2.69791, -0.63639, -1.29797]],
  "forces_ev_per_a": [[0.00, -0.11, 0.15], [-0.06, 0.01, -0.12], [-0.81, 0.54, -0.08], [0.23, -0.52, -0.14], [0.05, -0.13, 0.03], [0.22, 0.22, 0.10], [0.11, -0.29, 0.07], [0.00, 0.02, -0.03], [0.04, 0.12, -0.09], [0.08, -0.01, 0.09], [0.05, 0.01, 0.07], [0.14, 0.07, 0.08], [0.01, 0.02, -0.03], [0.01, 0.00, -0.05], [0.01, 0.02, -0.04], [-0.07, 0.03, -0.01], [-0.01, 0.02, -0.01], [-0.01, -0.02, 0.01]],
  "multiplicity": 1,
  "gap_ev": [7.06, 7.06],
  "total_charge": 0
}

=====

(3)
{
  "formula": "C3H11N3O",
  "method": "wB97M-V/def2-TZVPD",
  "species": ["C", "C", "C", "N", "N", "N", "O", "H", "H", "H", "H", "H", "H", "H", "H", "H", "H", "H"],
  "xyz": [[0.48759, 1.00972, -0.83027], [1.29810, -1.00904, 0.81981], [-0.71940, -0.21371, 1.81158], [-0.83153, 0.54391, -0.64151], [-0.07873, -0.62174, 0.56775], [-1.30728, -0.25234, -1.60539], [0.11740, 2.17354, -1.93003], [-0.32864, 1.67420, -2.63576], [-2.28605, -0.48710, -1.47279], [-0.73377, -1.06549, -1.82962], [1.19133, 0.37798, -1.36607], [0.87373, 1.64264, -0.03963], [1.34225, -1.85215, 1.52196], [1.89614, -0.19752, 1.26463], [1.79138, -1.35364, -0.09420], [-1.78972, -0.04835, 1.65785], [-0.26610, 0.69289, 2.24034], [-0.65671, -1.01381, 2.56134]],
  "forces_ev_per_a": [[-1.84, 3.99, -4.46], [0.44, 0.81, -0.65], [-0.13, -0.20, -0.15], [2.48, -2.37, 3.19], [-2.67, -0.68, 0.79], [-0.11, -0.15, -0.87], [1.25, -1.64, 1.21], [0.22, 0.22, 0.33], [0.38, 0.04, 0.22], [-0.12, 0.24, 0.04], [0.04, -0.20, 0.29], [-0.09, -0.51, 0.23], [-0.42, 0.14, -0.10], [0.17, -0.03, -0.02], [-0.02, 0.09, 0.08], [0.22, 0.16, -0.11], [-0.07, 0.03, 0.07], [0.25, 0.06, -0.09]],
  "multiplicity": 1,
  "gap_ev": 9.12,
  "total_charge": 0
}

=====

(4)
{
  "formula": "C3H11N3Si",
  "method": "wB97M-V/def2-TZVPD",
  "species": ["C", "C", "C", "N", "N", "N", "Si", "H", "H", "H", "H", "H", "H", "H", "H", "H", "H", "H"],
  "xyz": [[1.79212, 0.90090, -1.52481], [1.62564, -0.34980, -0.98567], [0.48119, -1.12709, -1.36469], [-2.04749, -1.35646, 1.36366], [0.10440, 0.23332, 2.12594], [-1.29449, 1.35213, 0.12014], [-0.85378, -0.11393, 0.81673], [2.74695, 1.39025, -1.15932], [1.07946, 1.38846, -2.20059], [2.39630, -0.66351, -0.21013], [0.48401, -2.24892, -1.33720], [-0.15920, -0.66268, -2.15973], [-2.53761, -1.63090, 0.52655], [-2.78893, -1.05631, 1.93169], [0.40933, -0.40799, 2.89889], [0.82663, 0.90879, 1.81246], [-1.59601, 1.27399, -0.82443], [-0.66850, 2.16975, 0.17053]],
  "forces_ev_per_a": [[1.84, -0.54, 1.81], [0.66, 1.52, -0.63], [-2.29, -0.46, 1.96], [1.82, 0.98, -2.06], [1.95, 0.25, 1.21], [0.37, 1.35, 0.08], [-0.51, -3.28, -1.06], [-1.48, 0.05, -0.83], [0.53, -0.29, 0.18], [-1.16, 0.00, -1.21], [0.05, 1.29, 0.04], [0.76, -0.64, 0.66], [0.02, -0.67, -0.42], [-0.91, 0.84, 1.42], [-0.44, 1.04, -1.52], [-0.32, -0.68, 0.94], [-0.36, 0.00, -0.77], [-0.52, -0.75, 0.21]],
  "multiplicity": 1,
  "gap_ev": 7.37,
  "total_charge": 0
}

=====

(5)
{
  "formula": "C3H11N4",
  "method": "wB97M-V/def2-TZVPD",
  "species": ["C", "N", "C", "N", "H", "H", "H", "H", "H", "H", "H", "N", "C", "N", "H", "H", "H", "H"],
  "xyz": [[1.90992, -1.42279, 0.21441], [0.81466, 1.80694, -1.29120], [1.10654, 0.47186, -1.14636], [1.51905, -0.05396, 0.05692], [2.89194, -1.65548, -0.21518], [1.14250, -2.07388, -0.21685], [1.94183, -1.60821, 1.28743], [0.71959, 2.34666, -0.43767], [0.22065, 2.09076, -2.02792], [0.99675, -0.23106, -1.95606], [1.68096, 0.58514, 0.80676], [-1.48267, -0.86702, 0.49470], [-2.16398, 0.23028, 0.93933], [-2.69394, 1.04193, 0.10576], [-1.80626, -1.18798, -0.41135], [-1.40813, -1.62804, 1.14827], [-2.20756, 0.40054, 2.01348], [-3.18187, 1.75432, 0.63552]],
  "forces_ev_per_a": [[-0.19, 0.43, 0.28], [0.93, 0.85, 1.02], [0.17, -1.51, -0.72], [-0.04, 0.56, 0.26], [-0.06, -0.07, -0.12], [0.11, -0.09, -0.07], [0.11, -0.26, -0.02], [-0.26, -0.18, -0.34], [-0.66, 0.07, -0.43], [-0.13, 0.24, -0.12], [0.16, 0.02, 0.22], [-0.35, -0.65, 0.14], [-0.35, 0.63, -0.79], [-0.09, -0.30, 0.48], [0.28, 0.25, 0.01], [0.13, 0.01, 0.14], [0.20, -0.28, 0.16], [0.04, 0.30, -0.12]],
  "multiplicity": 2,
  "gap_ev": [5.14, 9.33],
  "total_charge": 0,
  "s2": 0.753
}

=====

(6)
{
  "formula": "C3H11N4",
  "method": "wB97M-V/def2-TZVPD",
  "species": ["C", "N", "N", "C", "N", "N", "C", "H", "H", "H", "H", "H", "H", "H", "H", "H", "H", "H"],
  "xyz": [[1.08932, -2.04311, -0.36372], [0.27859, -1.32296, 0.60855], [-0.38104, -0.15323, 0.17180], [-1.84808, 0.02411, 0.55936], [-2.49361, 1.00704, 0.07027], [0.19617, 0.87373, -0.54682], [1.36821, 1.58032, 0.05359], [1.41221, -2.85339, 0.17652], [0.50351, -2.46398, -1.15029], [1.85047, -1.30782, -0.97660], [0.94427, -1.03290, 1.32166], [-2.16814, -0.71668, 1.25610], [-3.55914, 0.95705, 0.04295], [-2.09060, 1.61628, -0.54509], [0.00257, 0.79746, -1.65266], [2.29777, 1.07186, -0.02327], [1.47136, 2.60384, -0.20584], [1.12615, 1.36239, 1.20348]],
  "forces_ev_per_a": [[0.02, 3.78, -3.05], [-0.06, 0.84, 0.71], [-4.87, 0.87, 0.90], [7.51, -1.32, -1.48], [-4.56, -1.59, 1.34], [-0.83, 0.34, -3.38], [-2.05, -2.61, 3.24], [1.84, -1.66, 1.08], [-0.84, -0.19, -0.50], [-1.22, -2.07, 1.94], [-0.32, 0.04, 0.25], [-0.65, -0.47, 0.05], [2.01, 0.34, 0.49], [1.64, 1.94, -1.90], [1.28, 0.07, 3.43], [0.88, -0.54, -0.81], [-0.37, 0.82, -0.17], [0.56, 1.41, -2.13]],
  "smiles": "CN[N+](=CN)NC",
  "multiplicity": 1,
  "gap_ev": 9.30,
  "total_charge": 1
}

=====

(7)
{
  "formula": "C3H11N4O",
  "method": "wB97M-V/def2-TZVPD",
  "species": ["C", "C", "N", "N", "H", "H", "H", "H", "H", "H", "H", "N", "C", "N", "O", "H", "H", "H", "H"],
  "xyz": [[0.28907, -1.95251, 0.67316], [0.09552, -1.84779, -0.63953], [-0.74966, -2.62233, -1.38374], [1.12050, -0.94140, 1.35372], [-0.14990, -2.70000, 1.31246], [0.59441, -1.04827, -1.18074], [-0.47447, -2.77951, -2.34125], [-1.08954, -3.45654, -0.92821], [1.06671, -1.05183, 2.36700], [0.78358, 0.04737, 1.13944], [2.10053, -1.01671, 1.08457], [0.31100, 3.25435, -0.52868], [-0.17977, 2.18214, 0.13865], [-1.47689, 1.84648, -0.15779], [0.49702, 1.57694, 0.97630], [-0.34817, 3.93631, -0.86743], [1.16914, 3.63335, -0.15990], [-1.77229, 1.96947, -1.11290], [-1.78677, 0.97047, 0.25485]],
  "forces_ev_per_a": [[-0.01, 0.14, 0.18], [-0.06, 0.09, -0.05], [0.25, -0.12, 0.05], [-0.15, -0.16, -0.03], [0.01, -0.04, 0.03], [-0.01, -0.05, -0.08], [-0.12, 0.06, 0.00], [-0.08, -0.01, -0.10], [0.06, -0.01, -0.12], [0.11, 0.15, 0.14], [0.06, 0.01, 0.11], [-0.06, 0.06, 0.20], [-0.43, 0.34, -0.20], [0.35, -0.67, 0.12], [0.09, -0.30, 0.03], [0.02, 0.00, -0.11], [0.04, -0.06, -0.07], [-0.15, 0.21, 0.00], [0.07, 0.37, -0.12]],
  "multiplicity": 1,
  "gap_ev": 10.07,
  "total_charge": 1
}

=====

(8)
{
  "formula": "C3H11N4O",
  "method": "wB97M-V/def2-TZVPD",
  "species": ["C", "N", "C", "N", "H", "H", "H", "H", "H", "H", "H", "N", "C", "N", "O", "H", "H", "H", "H"],
  "xyz": [[-0.69276, -1.14266, 2.16245], [0.51196, 2.08185, 0.88858], [-0.27806, 1.06759, 1.21553], [0.15284, -0.09608, 1.59169], [-0.54113, -2.08047, 1.63058], [-1.73847, -0.87996, 2.04220], [-0.48478, -1.26646, 3.21835], [1.47470, 1.87359, 0.64770], [0.10199, 2.80088, 0.30809], [-1.35278, 1.26023, 1.17029], [1.13935, -0.31302, 1.50716], [-0.18445, -1.52190, -1.98212], [0.65140, -0.44805, -1.83043], [0.12260, 0.78407, -2.22455], [1.76532, -0.54217, -1.35168], [0.13944, -2.33801, -1.48775], [-1.18156, -1.38839, -2.01896], [0.88212, 1.41612, -2.45128], [-0.48773, 0.73283, -3.03584]],
  "forces_ev_per_a": [[-0.30, -0.19, -0.29], [-0.04, -0.48, -0.70], [-0.01, 0.46, -0.16], [-0.15, -0.19, 0.07], [0.19, 0.05, 0.08], [-0.07, 0.19, 0.01], [0.12, -0.03, 0.11], [0.08, 0.10, 0.21], [-0.03, 0.11, 0.23], [0.28, -0.20, 0.27], [0.06, 0.13, -0.01], [0.13, 0.11, 0.36], [-0.19, 0.07, -0.01], [0.09, -0.03, -0.57], [-0.01, 0.11, 0.33], [-0.07, -0.14, -0.20], [0.03, 0.01, -0.16], [0.00, 0.01, 0.18], [-0.11, -0.06, 0.25]],
  "multiplicity": 1,
  "gap_ev": 10.29,
  "total_charge": 1
}

=====

(9)
{
  "formula": "C3H11N5",
  "method": "wB97M-V/def2-TZVPD",
  "species": ["C", "C", "C", "N", "N", "N", "H", "H", "H", "H", "H", "H", "H", "N", "N", "H", "H", "H", "H"],
  "xyz": [[-0.66557, -0.00873, 2.28955], [-0.40198, 0.37296, -0.74417], [-0.70945, -0.59508, 0.89985], [-0.60212, 1.71892, -0.48139], [-0.87973, -0.26020, -1.74005], [-1.07065, -1.80455, 0.77704], [-0.41418, 2.01022, 0.46506], [-1.05910, 2.24317, -1.21327], [-1.54515, 0.25576, -2.30741], [-1.11468, -2.08599, -0.20784], [0.36090, 0.27417, 2.53760], [-1.26925, 0.90131, 2.34299], [-1.03660, -0.73128, 3.01920], [1.52578, 0.21285, -0.58582], [1.98086, -0.75698, -1.53355], [1.21680, -0.89181, -2.19566], [2.07101, -1.65583, -1.05394], [2.14543, 1.02531, -0.62640], [1.46770, -0.22424, 0.35822]],
  "forces_ev_per_a": [[0.26, 0.51, -0.43], [-2.46, -0.33, 3.05], [0.07, -0.45, -2.07], [0.34, -0.63, -0.04], [0.49, -0.73, -0.15], [0.25, 0.84, 0.01], [-0.44, 0.59, -0.46], [0.15, 0.36, 0.61], [0.48, 0.13, -0.17], [0.06, 0.27, -0.18], [0.02, 0.04, 0.17], [0.00, -0.04, 0.03], [0.09, 0.04, -0.18], [0.32, -1.36, 0.52], [0.44, -0.46, 0.21], [-0.37, 0.20, 0.03], [0.06, 0.37, -0.18], [-0.31, -0.20, 0.21], [0.56, 0.85, -0.98]],
  "multiplicity": 1,
  "gap_ev": 8.60,
  "total_charge": 0
}

=====

(10)
{
  "formula": "C3H11N5",
  "method": "wB97M-V/def2-TZVPD",
  "species": ["C", "C", "C", "N", "N", "N", "N", "N", "H", "H", "H", "H", "H", "H", "H", "H", "H", "H", "H"],
  "xyz": [[-0.40761, 0.06650, -0.03146], [-1.98121, 1.59725, -0.91084], [-2.15957, -1.76036, 0.24914], [0.84854, 0.24530, -0.02194], [-1.52895, 0.39371, -0.42231], [4.34254, 0.04248, 0.71461], [-2.58899, -0.53923, -0.35600], [1.87307, 0.44884, 0.39525], [5.14427, -0.06697, 1.24836], [-1.41937, 1.92550, -1.80705], [-2.99255, 1.55115, -1.02696], [-1.87536, 2.46819, -0.30049], [-2.66371, -1.93477, 1.19585], [-2.38600, -2.62915, -0.37735], [-1.13873, -1.82232, 0.39283], [4.51128, -0.44508, -0.15320], [4.31534, 1.06008, 0.37957], [-3.54394, -0.21599, -0.16682], [3.65095, -0.38512, 0.99882]],
  "forces_ev_per_a": [[3.22, -1.59, 0.25], [1.72, 3.89, -2.02], [-2.78, -1.86, -0.01], [-2.60, 1.42, 0.65], [-3.62, -1.90, 0.72], [8.60, 6.57, -6.56], [2.21, 0.08, 0.10], [0.69, -0.24, -0.47], [2.09, -0.42, 1.75], [-0.59, -0.63, 0.01], [-2.60, -0.24, -1.12], [0.65, 0.16, 1.33], [-0.01, 0.11, 0.21], [-0.27, 0.24, -0.17], [1.99, 0.21, 0.37], [0.71, -0.43, -0.82], [-0.80, -1.53, 1.21], [0.75, 0.48, -0.11], [-9.36, -4.33, 4.67]],
  "multiplicity": 1,
  "gap_ev": 7.65,
  "total_charge": 2
}

=====

It is found that the energy above the lowest of the compared OMol25 structures with the same formula, charge and spin values, taken in the order of the records, are 95.1; 733.6; 539.8; 193.2; 38.5; 451.2; 83.4; 60.1; 367.3; 437.7 kJ/mol.